Record 1
# C14H16ClN3O2S2

A single C14H16ClN3O2S2 molecule at a distorted geometry (ωB97M-V/def2-TZVPD, OMol25).

Atoms and positions in Å:
C -0.84528 -0.19271 2.15665
H -0.89050 0.00611 3.22394
H 0.01265 0.32758 1.74034
H -0.71310 -1.26166 2.01338
C -2.11915 0.32432 1.49054
N -2.01119 0.28582 0.03438
C -1.84759 1.44699 -0.61685
O -1.88673 2.53468 -0.07642
C -1.72776 1.42856 -2.14424
H -2.61821 0.99163 -2.59900
H -1.64615 2.47089 -2.45525
S -0.32697 0.54268 -2.91535
C 0.90891 0.71142 -1.73176
N 0.80433 0.99603 -0.47038
N 2.04282 0.95334 0.04175
C 2.85465 0.63911 -0.92599
C 4.26535 0.47235 -0.83856
C 5.04222 0.62410 0.28144
C 6.40306 0.38677 0.03592
C 6.64574 0.05768 -1.26742
S 5.20570 0.03160 -2.22909
Cl 8.16076 -0.30316 -1.95950
H 7.17360 0.45403 0.78105
H 4.62822 0.89749 1.23367
O 2.18684 0.46811 -2.09891
C -2.03363 -1.03192 -0.55546
H -1.96463 -0.96786 -1.63946
C -3.32173 -1.76011 -0.16683
C -3.44119 -1.83420 1.35081
C -3.38052 -0.42489 1.93231
H -3.40587 -0.46262 3.02186
H -4.25568 0.13469 1.59418
H -2.63030 -2.44331 1.75321
H -4.38296 -2.30971 1.63072
H -3.31522 -2.76015 -0.60296
H -4.17723 -1.21565 -0.57278
H -1.16835 -1.60091 -0.19700
H -2.22491 1.38286 1.74704

- HOMO level: -8.3 eV
- Gap between HOMO and LUMO: 8.218 eV
- LUMO level: -0.09 eV
- Multiplicity: 1
- SMILES string: C[C@@H]1CCCCN1C(=O)CSc1nnc(-c2ccc(Cl)s2)o1

Results of the Mulliken charge analysis, in e, for atoms 1 through 6: -1.37, 0.43, 0.29, 0.31, -0.18, 0.23

=====

Record 2
# C14H16ClN3O4

A single C14H16ClN3O4 molecule (ωB97M-V/def2-TZVPD, OMol25).

Atoms and positions in Å:
C 1.05803 3.01926 0.00545
H 1.52779 2.42834 0.79496
H 1.79172 3.66112 -0.47617
H 0.24338 3.60847 0.42865
O 0.55954 2.14248 -0.99963
C -0.64988 1.61839 -0.79876
O -1.37702 1.91711 0.11055
C -1.00805 0.61192 -1.87434
H -1.04166 1.12865 -2.83808
H -2.01360 0.24984 -1.65979
C 0.00571 -0.56029 -2.00550
N 1.02531 -0.58293 -0.97694
C 0.76419 -0.54177 0.37641
O 1.63912 -0.25891 1.17051
N -0.51179 -0.89603 0.72565
C -1.12751 -0.76049 1.96982
C -0.47170 -0.29307 3.10422
C -1.16097 -0.18150 4.29727
C -2.49592 -0.53431 4.39224
C -3.13792 -1.00250 3.25814
C -2.47236 -1.11721 2.05297
H -2.99910 -1.47664 1.18146
Cl -4.80471 -1.45510 3.34206
H -3.03097 -0.44763 5.32407
H -0.64713 0.18745 5.17173
H 0.56758 -0.02002 3.04282
H -1.14137 -1.18064 -0.00785
C 2.38403 -0.31966 -1.39691
C 2.73000 -1.30433 -2.50501
N 1.81638 -1.06146 -3.59649
C 0.58271 -0.55572 -3.43620
O -0.09347 -0.18658 -4.37241
H 2.15644 -1.09752 -4.54632
H 3.75441 -1.15580 -2.84931
H 2.62678 -2.33273 -2.13773
H 3.02582 -0.44658 -0.52447
H 2.48024 0.70674 -1.77100
H -0.55404 -1.51034 -1.97609

- HOMO level: -8.6 eV
- ΔE to the lowest compared entry with this formula, charge and spin: 0.00 kcal/mol
- Gap between HOMO and LUMO: 9.040 eV
- LUMO level: 0.49 eV
- Multiplicity: 1
- SMILES string: COC(=O)C[C@H]1C(=O)NCCN1C(=O)Nc1cccc(Cl)c1

Results of the Mulliken charge analysis, in e, for atoms 1 through 6: -0.77, 0.27, 0.25, 0.38, -0.26, 0.76

=====

Record 3
# C14H16CrI2N3O5S

A molecular structure, C14H16CrI2N3O5S (ωB97M-V/def2-TZVPD, OMol25).

Atoms and positions in Å:
Cr 2.48063 -0.09765 1.32022
I 5.02593 -1.33157 1.24805
C 4.71794 -1.67681 3.31065
I 2.70991 -1.38764 3.82429
H 5.30982 -0.96272 3.86534
H 4.97085 -2.70802 3.52016
O -4.15342 -4.31106 -0.67842
C -3.75395 -3.22680 -1.47993
N -3.22412 -2.12187 -0.69887
C -1.91103 -2.02810 -0.43964
O -1.07166 -2.83173 -0.81725
C -1.44930 -0.82982 0.35584
C -2.18395 0.31030 0.63754
C -1.58765 1.36192 1.31601
C -0.25475 1.27590 1.64201
N 0.47367 0.18688 1.32921
C -0.12757 -0.85416 0.73371
H -3.37084 -4.82134 -0.44533
H -4.63347 -2.87100 -2.00270
H -2.98823 -3.50362 -2.19679
H -3.87642 -1.55395 -0.18653
H -3.20983 0.41150 0.30872
H -2.13271 2.27064 1.52969
H 0.26738 2.10346 2.09416
H 0.46699 -1.72337 0.46009
N 3.28763 1.83375 0.66522
C 2.19951 1.99095 -0.30785
C 1.32045 3.04833 -0.29179
C 0.12921 2.91359 -0.99856
C -0.15021 1.75235 -1.72307
C 0.83388 0.77339 -1.86052
C 2.00886 0.90199 -1.15013
S -1.74910 1.47836 -2.45707
O -1.60055 1.94297 -3.81515
O -2.62799 2.26211 -1.60453
O -1.90930 0.03364 -2.30879
H 4.19321 1.82828 0.20616
H 3.32921 2.58130 1.34887
H 1.50269 3.91027 0.34340
H -0.64853 3.66540 -0.92478
H 0.61290 -0.10875 -2.45335
H 2.77391 0.11267 -1.21829

- HOMO level (spin up / spin down): -10.9 / -10.9 eV
- ΔE to the lowest compared entry with this formula, charge and spin: 24.85 kcal/mol
- Charge: +1
- Gap between HOMO and LUMO (spin up / spin down): 5.761 / 5.685 eV
- LUMO level (spin up / spin down): -5.11 / -5.18 eV
- Multiplicity: 5

Results of the Mulliken charge analysis, in e, for atoms 1 through 6: 0.77, 0.20, -0.89, 0.19, 0.43, 0.42

=====

Which value of multiplicity does entry 2 give?
1

=====

Which value of multiplicity does entry 1 give?
1

=====

multiplicity of number 2 (C14H16ClN3O4)?
1

=====

Which value of multiplicity does entry 1 give?
1